Record 1
The following is a DFT calculation (ωB97M-V/def2-TZVPD) of a 2-piece molecular cluster, C25H46N3O3 overall.

CARTESIAN COORDINATES (ANGSTROEM)
C 4.34213 -2.30514 4.87611
C 3.91137 -0.87188 4.55313
C 3.56580 -0.65157 3.06875
C 3.94252 0.78889 2.66327
C 3.35707 1.16892 1.28912
C 4.25693 0.61239 0.14289
C 3.39447 0.03137 -0.98337
C 2.65800 -1.25537 -0.57917
C 1.43837 -1.49646 -1.51976
C 0.11601 -1.51758 -0.73665
C -1.11270 -0.95173 -1.47707
C -0.89089 0.37392 -2.20580
C -0.25716 1.46398 -1.33094
C -1.35083 2.38834 -0.73853
C -1.09128 2.76161 0.71961
C -2.38556 3.14416 1.48057
C -3.11727 1.87252 1.72067
C -4.17487 1.48756 0.86393
C -4.82678 0.32581 1.01072
C -4.41523 -0.48961 2.05711
C -5.00314 -1.83943 2.33348
N -3.94563 -2.82328 2.06323
C -4.44861 -4.21337 2.04875
N -3.44713 -0.03166 2.81798
N -2.77397 1.10054 2.71927
H 5.30177 -2.55095 4.42812
H 3.57412 -3.03129 4.61310
H 4.47562 -2.37757 5.95746
H 3.02820 -0.64467 5.14876
H 4.74646 -0.21420 4.78969
H 4.10826 -1.33891 2.41800
H 2.49490 -0.78878 2.90028
H 3.65735 1.48252 3.45259
H 5.02803 0.78851 2.54745
H 3.37653 2.25922 1.23062
H 2.33588 0.80881 1.17062
H 4.89775 1.40514 -0.23320
H 4.84873 -0.18306 0.59512
H 2.67370 0.79664 -1.28206
H 4.03008 -0.19609 -1.84018
H 2.34868 -1.23194 0.46222
H 3.36373 -2.06941 -0.74761
H 1.47982 -0.71554 -2.27629
H 1.56045 -2.44467 -2.04092
H 0.22248 -1.04196 0.24042
H -0.10444 -2.56614 -0.52470
H -1.50120 -1.72287 -2.14380
H -1.89592 -0.80440 -0.71809
H -1.83255 0.69545 -2.64440
H -0.22183 0.20593 -3.04752
H 0.31352 2.09127 -2.01333
H 0.38606 1.05585 -0.55571
H -1.40495 3.30093 -1.33057
H -2.30535 1.87511 -0.88176
H -0.63195 1.90042 1.21132
H -0.36122 3.56566 0.79582
H -2.15439 3.64033 2.41785
H -2.98218 3.77143 0.82199
H -4.43249 2.15825 0.05729
H -5.62384 0.00570 0.36085
H -5.76303 -2.01409 1.57908
H -5.41212 -1.90707 3.34854
H -3.18743 -2.70898 2.72204
H -4.28940 -4.61813 1.05060
H -3.83319 -4.82078 2.70734
H -5.50308 -4.28168 2.30203
H -3.16654 -0.62212 3.59691
C -0.01763 1.62926 -7.70692
C 0.87482 0.84252 -6.77333
O 0.46269 1.31592 -5.48608
C -0.80209 1.79110 -5.60111
O -1.48830 2.10087 -4.68069
O -1.17573 1.86327 -6.89804
H -0.28140 1.08089 -8.60727
H 0.41410 2.59078 -7.98898
H 0.69415 -0.23242 -6.82740
H 1.93277 1.03301 -6.93344

Forces on the atoms, in the same order (eV/Å):
-0.177 0.414 0.658
0.114 -0.919 -0.812
0.166 0.855 0.371
-0.466 -0.847 -0.683
1.232 0.385 0.113
-1.229 -0.232 0.444
0.338 0.086 0.495
0.070 0.042 -1.285
0.385 0.076 0.815
-0.296 -0.254 -0.556
0.018 0.064 0.596
0.575 -0.761 0.062
-1.092 0.745 -0.815
0.533 -0.177 0.163
-0.036 -0.184 0.054
0.681 -0.448 -0.356
-0.677 0.240 -0.029
0.368 1.187 -0.734
-0.299 -0.764 0.090
-0.628 -0.115 -0.126
1.041 -0.466 -0.282
-0.496 0.245 0.173
0.869 0.147 -0.429
0.143 -0.603 0.691
0.222 0.000 0.115
-0.066 -0.135 -0.255
0.088 -0.090 -0.239
0.073 -0.151 0.028
0.158 0.379 0.189
-0.150 0.199 0.331
-0.063 -0.204 0.061
-0.040 -0.201 -0.022
-0.044 0.097 0.007
0.107 0.376 0.308
-0.372 0.027 -0.173
-0.159 0.082 0.118
0.227 -0.070 0.019
0.373 -0.043 -0.295
-0.010 0.025 -0.122
-0.114 0.095 -0.193
0.044 -0.105 0.104
0.041 -0.129 0.500
-0.281 0.021 -0.077
-0.057 -0.024 -0.104
0.134 0.210 -0.059
-0.047 -0.004 0.247
-0.020 0.148 -0.251
-0.076 -0.065 -0.020
0.012 0.245 0.008
-0.077 -0.104 -0.141
0.492 -0.070 0.218
0.110 -0.015 -0.011
-0.164 0.019 -0.101
-0.123 0.041 0.267
-0.017 0.032 0.203
-0.038 0.108 -0.065
-0.085 0.079 0.068
-0.101 0.259 0.232
-0.076 0.089 -0.013
-0.080 0.010 -0.090
-0.378 0.076 0.221
-0.237 0.115 -0.047
-0.010 -0.243 0.034
-0.255 -0.055 -0.081
-0.262 -0.111 0.244
-0.008 -0.040 0.199
0.192 0.314 0.052
0.093 0.009 -0.247
0.191 -0.133 -0.134
-0.114 0.039 -0.068
-0.048 0.047 0.000
-0.005 0.082 -0.016
0.116 -0.056 0.118
-0.190 0.007 0.068
0.001 0.005 0.051
-0.048 0.016 0.011
-0.001 0.082 0.185

Energy: -37276.91634 eV
Charge: +1
Molecular weight: 436.66 g/mol

=====

Record 2
The following is a DFT calculation (ωB97M-V/def2-TZVPD) of C25H47AuCl2NO3Si2 as an isolated structure.

CARTESIAN COORDINATES (ANGSTROEM)
O -0.09003 1.18302 -2.13562
O -5.02953 -0.62403 -1.79070
C -0.61824 2.49543 -2.35226
C 0.35222 3.22120 -3.24919
H -0.67518 2.96679 -1.36578
H -1.63118 2.51326 -2.79477
H 1.32813 3.21926 -2.74983
H 0.02877 4.25860 -3.36739
H 0.47844 2.72824 -4.23049
C -0.68301 0.13491 -2.91352
C -1.90350 0.47672 -3.77470
H -0.94795 -0.61378 -2.15857
H 0.12841 -0.28098 -3.54072
H -2.81371 0.56964 -3.16235
H -2.06154 -0.36360 -4.46602
H -1.76914 1.38483 -4.36842
C -4.48221 -1.74940 -1.09383
C -5.55170 0.35021 -0.89390
C -4.09915 -2.84314 -2.06974
H -5.19195 -2.18988 -0.36714
H -3.59416 -1.39460 -0.54416
H -4.91051 -3.10026 -2.75584
H -3.84593 -3.74501 -1.50832
H -3.22571 -2.54964 -2.65719
C -6.63058 1.22693 -1.50811
H -4.69194 0.97952 -0.62581
H -5.97114 -0.10517 0.02292
H -6.29694 1.73383 -2.41379
H -6.89352 2.00041 -0.78432
H -7.54368 0.67368 -1.73693
H -0.61937 0.72632 0.79067
Au 1.34784 0.34825 0.40621
C -1.67410 1.06644 0.93898
Si -1.60014 1.22614 2.79039
H -1.96049 2.08442 0.58528
H -2.36902 0.24869 0.69762
C -2.56132 2.84243 2.86121
C -0.00305 1.32807 3.72923
C -2.43492 -0.37262 3.28973
C 2.57891 0.06665 -1.15397
Si 2.62054 -1.73761 -1.66462
H 3.52926 0.41373 -0.70330
H 2.23441 0.79139 -1.90060
C 2.64831 -1.69233 -3.56124
C 1.26526 -2.90476 -1.06832
C 4.29177 -2.39090 -1.07666
H -2.88103 -0.93681 2.45842
H -3.22256 -0.12268 4.00769
H -1.66984 -0.99092 3.77318
H -1.93920 3.68556 2.51225
H -2.81577 2.98608 3.91426
H -3.48680 2.82632 2.26129
H 0.80426 1.82125 3.16906
H 0.28325 0.29848 3.98302
H -0.23225 1.88737 4.64686
H 0.75033 -3.34993 -1.93796
H 0.51972 -2.40087 -0.43347
H 1.73573 -3.72199 -0.49415
H 4.38940 -3.45291 -1.36264
H 4.40454 -2.28548 0.01511
H 5.07766 -1.80387 -1.58299
H 3.17660 -2.60173 -3.90111
H 3.20647 -0.79279 -3.88339
H 1.62405 -1.66845 -3.97440
Cl 4.50193 3.90933 2.82798
C 4.61512 2.22821 2.90220
C 5.68527 1.56589 3.48336
C 5.70886 0.17700 3.62628
Cl 7.04629 -0.56190 4.38986
C 4.63847 -0.63740 3.15624
C 4.56403 -2.04367 3.28196
C 3.46100 -2.72396 2.80947
C 2.47409 -2.03385 2.09502
N 2.58865 -0.71925 1.91058
C 3.57046 0.02139 2.47676
C 3.52507 1.48147 2.32056
O 2.59695 2.07990 1.71063
H 6.51398 2.15644 3.84572
H 5.38371 -2.56271 3.76623
H 3.34366 -3.78277 2.95143
H 1.60020 -2.53207 1.67057

Forces on the atoms, in the same order (eV/Å):
-0.981 0.348 -0.024
-0.657 -0.782 0.373
0.201 0.056 -0.058
0.297 0.309 0.028
0.006 0.046 -0.132
0.499 -0.218 0.501
-0.059 0.110 -0.197
0.141 -0.040 -0.245
-0.241 0.267 0.404
0.325 -0.361 -0.053
-0.029 -0.434 0.256
-0.140 -0.259 -0.329
-0.430 0.161 0.144
0.260 0.066 -0.223
0.014 0.230 0.181
0.025 -0.275 -0.043
-0.117 0.173 -0.215
0.236 0.330 0.039
0.260 0.091 -0.118
0.030 0.530 -0.180
-0.086 -0.226 0.100
0.011 0.183 0.157
0.060 0.030 -0.031
-0.085 -0.047 -0.063
0.027 -0.084 -0.133
-0.151 0.113 0.395
0.317 -0.075 -0.312
0.085 -0.107 -0.024
0.010 -0.006 0.024
0.149 -0.086 -0.014
-0.405 0.232 -1.123
-1.493 0.305 0.325
0.730 0.105 0.328
-1.619 0.298 -0.691
0.680 -1.145 -0.520
0.378 0.549 -0.331
-0.069 -0.142 0.973
0.202 -0.033 -0.281
-0.153 0.150 0.607
1.093 0.261 -0.516
0.614 -0.153 -0.895
-0.168 -0.218 -0.460
0.009 -0.224 0.124
0.050 -0.088 0.385
-0.104 -0.020 0.118
-0.188 0.068 -0.133
0.131 0.287 0.268
0.029 -0.450 0.119
-0.371 -0.129 0.105
-0.170 -0.336 0.209
-0.245 0.579 -0.055
0.357 -0.131 0.270
-0.209 -0.023 0.345
0.174 0.315 0.095
0.314 -0.147 -0.120
0.135 0.179 0.411
0.081 -0.243 -0.212
-0.282 0.234 -0.187
0.112 0.393 0.203
0.103 -0.116 -0.349
-0.158 -0.308 0.276
-0.285 0.415 -0.124
-0.262 -0.498 -0.035
0.568 -0.051 0.037
0.258 0.145 0.042
-0.019 -0.725 0.079
0.073 -0.045 0.117
0.166 0.589 0.055
-0.035 0.106 -0.048
-1.027 0.136 -0.633
-0.065 0.281 0.036
-0.020 0.221 -0.118
0.629 0.621 0.341
-0.390 0.250 0.512
0.382 -1.515 -0.055
-1.150 1.064 -0.863
1.257 -0.941 0.927
0.069 -0.067 0.114
-0.168 -0.028 0.004
0.131 -0.238 0.043
0.354 0.185 0.074

Spin multiplicity: 3
⟨S²⟩: 2.048
ΔE to the lowest compared entry with this formula, charge and spin: 14.2 kcal per mole
Charge: +1
Molecular weight: 733.70 g/mol